Molecular formula: C19H11MnN3O5S3
Method: DFT, the ωB97M-V functional and the def2-TZVPD basis

Geometry (Å):
1 Mn 0.27 -0.74 -0.34
2 C 0.51 -1.29 3.84
3 C 1.02 -1.13 2.44
4 O 0.15 -1.15 1.54
5 C 2.42 -0.98 2.15
6 C 3.37 -0.93 3.19
7 C 4.70 -0.80 2.94
8 C 5.13 -0.72 1.60
9 C 4.24 -0.78 0.56
10 C 2.86 -0.91 0.81
11 O 2.08 -0.98 -0.25
12 H -0.57 -1.20 3.82
13 H 0.94 -0.53 4.49
14 H 0.79 -2.28 4.22
15 H 3.03 -1.00 4.22
16 H 5.42 -0.77 3.75
17 H 6.19 -0.60 1.39
18 H 4.56 -0.72 -0.47
19 S 0.19 -0.71 -2.67
20 C -0.53 -2.28 -2.61
21 S -0.44 -2.85 -0.98
22 C -1.05 -2.97 -3.64
23 C -1.60 -4.28 -3.44
24 N -2.03 -5.32 -3.24
25 C -1.07 -2.39 -4.96
26 N -1.07 -1.91 -6.00
27 O -3.14 -0.44 -1.76
28 C -2.57 0.37 -1.09
29 N -1.55 0.08 -0.17
30 S -0.94 1.42 0.50
31 O -1.09 1.58 1.91
32 O 0.48 1.33 0.04
33 C -1.93 2.58 -0.36
34 C -1.97 3.96 -0.25
35 C -2.95 4.60 -0.99
36 C -3.85 3.89 -1.78
37 C -3.79 2.50 -1.86
38 C -2.81 1.85 -1.13
39 H -1.28 4.50 0.37
40 H -3.02 5.68 -0.95
41 H -4.60 4.42 -2.34
42 H -4.48 1.93 -2.47

energy above the lowest of the compared OMol25 structures with the same formula, charge and spin = 17.4 kJ/mol
multiplicity = 4
Kohn-Sham gap (alpha / beta) = 6.152 / 7.254 eV
M = 512.5 g/mol
strongest force on any atom = 0.94 eV/Å